No. 1
A molecular structure, C25H24Br2ClN4O3PbSSbSe4, computed with the ωB97M-V functional and the def2-TZVPD basis.

```
66
C25H24Br2ClN4O3PbSSbSe4 the ωB97M-V functional and the def2-TZVPD basis
Pb -0.509 -0.192 2.404
C 4.247 -2.844 1.266
C 3.010 -3.683 1.116
C 3.042 -4.978 0.616
C 1.867 -5.693 0.461
C 0.694 -5.053 0.825
Br -0.957 -5.996 0.619
N 0.620 -3.837 1.303
C 1.762 -3.167 1.452
H 5.144 -3.466 1.261
H 4.223 -2.260 2.185
H 4.328 -2.122 0.451
H 3.990 -5.430 0.344
H 1.852 -6.702 0.076
H 1.687 -2.156 1.839
Se 0.087 -0.395 5.989
Sb -1.592 1.625 6.040
Se -0.835 -1.904 4.453
Se -1.408 2.106 3.480
Se -3.803 0.698 6.352
C -4.622 1.969 0.999
C -3.765 2.699 0.013
C -4.255 3.662 -0.858
C -3.405 4.319 -1.740
C -2.071 3.971 -1.690
Br -0.831 4.858 -2.856
N -1.561 3.068 -0.889
C -2.395 2.436 -0.062
H -5.665 2.279 0.912
H -4.272 2.155 2.017
H -4.547 0.895 0.828
H -5.312 3.906 -0.848
H -3.760 5.072 -2.428
H -1.966 1.692 0.597
S 3.316 0.600 2.756
C 3.057 1.436 1.343
N 1.839 2.079 1.182
C 1.482 2.760 0.085
C 2.378 2.880 -0.936
C 3.610 2.232 -0.746
N 3.949 1.539 0.314
H 1.178 1.992 1.956
H 0.469 3.149 0.057
H 2.129 3.408 -1.843
H 4.360 2.276 -1.534
C 2.129 -1.070 -1.285
C 1.055 -0.425 -2.107
C 1.349 0.438 -3.147
C 0.330 1.025 -3.882
Cl 0.746 2.090 -5.210
C -0.992 0.775 -3.586
C -1.310 -0.100 -2.553
C -0.291 -0.707 -1.825
O -0.491 -1.593 -0.821
C -1.807 -2.123 -0.645
C -2.793 -1.128 -0.001
O -3.819 -0.860 -0.633
O -2.481 -0.681 1.146
H 3.119 -0.782 -1.640
H 2.038 -2.157 -1.318
H 2.040 -0.787 -0.233
H 2.382 0.654 -3.391
H -1.778 1.260 -4.149
H -2.347 -0.284 -2.302
H -1.669 -2.968 0.028
H -2.200 -2.462 -1.606
```

## Properties
Total charge ... -2
HOMO level ... -1.40 eV
E_LUMO ... 0.1314 hartree
Energy above the lowest of the compared OMol25 structures with the same formula, charge and spin ... 17.6 kcal/mol
E ... -475037.5362 eV
Gap between HOMO and LUMO ... 5.0 eV

Per-atom Mulliken charges, elementary charge units: number 1, Pb, carries 1.27; number 2, C, carries -1.20; number 3, C, carries 0.51; number 4, C, carries -0.54; number 5, C, carries -0.40; number 6, C, carries -0.12; number 7, Br, carries -0.21; number 8, N, carries -0.09; number 9, C, carries 0.15; number 10, H, carries 0.42; number 11, H, carries 0.23; number 12, H, carries 0.14; number 13, H, carries 0.38; number 14, H, carries 0.40; number 15, H, carries 0.25; number 16, Se, carries -0.45; number 17, Sb, carries 0.15; number 18, Se, carries -0.47; number 19, Se, carries -0.53; number 20, Se, carries -0.73; number 21, C, carries -1.09; number 22, C, carries 0.31; number 23, C, carries -0.56; number 24, C, carries -0.51; number 25, C, carries -0.23; number 26, Br, carries -0.20; number 27, N, carries -0.05; number 28, C, carries 0.43; number 29, H, carries 0.38; number 30, H, carries 0.24; number 31, H, carries 0.13; number 32, H, carries 0.37; number 33, H, carries 0.41; number 34, H, carries 0.28; number 35, S, carries -0.33; number 36, C, carries 0.03; number 37, N, carries 0.19; number 38, C, carries 0.12; number 39, C, carries -0.55; number 40, C, carries -0.19; number 41, N, carries -0.55; number 42, H, carries -0.03; number 43, H, carries 0.45; number 44, H, carries 0.40; number 45, H, carries 0.43; number 46, C, carries -0.77; number 47, C, carries 0.80; number 48, C, carries -0.81; number 49, C, carries 0.21; number 50, Cl, carries -0.28; number 51, C, carries -1.00; number 52, C, carries -0.77; number 53, C, carries 0.66; number 54, O, carries -0.15; number 55, C, carries -0.40; number 56, C, carries 0.48; number 57, O, carries -0.72; number 58, O, carries -0.68; number 59, H, carries 0.42; number 60, H, carries 0.46; number 61, H, carries -0.17; number 62, H, carries 0.39; number 63, H, carries 0.47; number 64, H, carries 0.48; number 65, H, carries 0.00; number 66, H, carries 0.36



No. 2
A molecular structure, C20H58Ag2O11S9 in a non-equilibrium geometry, computed with the ωB97M-V functional and the def2-TZVPD basis.

```
100
C20H58Ag2O11S9 the ωB97M-V functional and the def2-TZVPD basis
Ag 2.453 6.138 -3.860
Ag 6.386 1.597 -5.963
O 2.359 0.721 0.916
C 1.674 0.244 -0.240
C 1.836 1.082 -1.633
O 3.013 1.678 -2.121
H 0.628 0.057 0.003
H 2.106 -0.745 -0.392
H 1.236 1.957 -1.385
H 1.309 0.634 -2.476
C -3.938 1.260 4.785
S -5.753 1.468 4.750
O -6.446 0.536 5.796
C -5.778 3.108 5.539
H -3.394 2.056 4.276
H -3.571 0.302 4.415
H -3.597 1.366 5.815
H -5.437 3.850 4.817
H -5.195 3.114 6.461
H -6.766 3.457 5.841
C -1.104 6.859 1.270
S 0.614 6.863 2.060
O 1.718 6.944 1.017
C 0.427 8.514 2.924
H -1.397 5.871 0.915
H -1.195 7.598 0.474
H -1.891 7.166 1.958
H 1.210 8.524 3.683
H -0.527 8.646 3.435
H 0.440 9.326 2.198
C -5.407 4.067 -5.789
S -4.549 4.887 -4.363
O -3.095 5.240 -4.747
C -5.425 6.473 -4.384
H -5.747 3.042 -5.640
H -4.774 4.249 -6.658
H -6.330 4.585 -6.046
H -5.011 7.059 -3.563
H -6.513 6.473 -4.321
H -5.097 7.010 -5.274
C 0.259 -7.189 -1.891
S 1.554 -7.413 -3.239
O 0.819 -8.331 -4.223
C 1.421 -5.778 -4.025
H 0.459 -6.252 -1.371
H 0.386 -7.968 -1.139
H -0.774 -7.195 -2.238
H 0.399 -5.485 -4.263
H 1.968 -5.610 -4.953
H 1.717 -4.958 -3.370
C 7.071 -4.117 -1.865
S 7.692 -3.916 -0.153
O 7.426 -2.468 0.291
C 6.497 -4.937 0.780
H 6.928 -5.154 -2.169
H 7.869 -3.711 -2.487
H 6.128 -3.599 -2.042
H 6.779 -5.019 1.830
H 6.288 -5.902 0.319
H 5.509 -4.483 0.855
C -5.930 -4.593 -1.394
S -5.184 -3.972 -2.929
O -6.313 -3.570 -3.893
C -4.568 -2.398 -2.255
H -6.526 -3.779 -0.980
H -5.208 -4.865 -0.624
H -6.579 -5.467 -1.456
H -4.098 -1.801 -3.037
H -3.740 -2.586 -1.571
H -5.364 -1.855 -1.746
C -0.993 0.388 -8.884
S -2.111 -0.995 -9.480
O -3.334 -0.347 -10.089
C -1.142 -1.460 -11.009
H 0.071 0.154 -8.897
H -1.260 0.766 -7.897
H -1.002 1.268 -9.526
H -1.216 -0.617 -11.696
H -1.599 -2.349 -11.444
H -0.093 -1.700 -10.839
C 4.112 3.036 8.630
S 3.239 4.323 7.648
O 4.075 4.256 6.318
C 1.663 3.389 7.375
H 4.340 2.214 7.952
H 3.532 2.531 9.402
H 5.052 3.316 9.105
H 0.947 3.944 6.768
H 1.211 3.018 8.295
H 1.875 2.591 6.663
C 3.229 -4.067 6.267
S 3.756 -3.967 8.093
O 2.578 -4.599 8.838
C 5.054 -5.261 7.870
H 3.101 -5.096 5.932
H 4.087 -3.694 5.709
H 2.386 -3.392 6.115
H 5.898 -4.925 7.267
H 4.690 -6.182 7.414
H 5.501 -5.452 8.845
```

## Properties
Total charge ... 0
HOMO level ... -5.35 eV
E_LUMO ... -0.1115 hartree
Energy above the lowest of the compared OMol25 structures with the same formula, charge and spin ... 13.1 kcal/mol
E ... -149694.8800 eV
Gap between HOMO and LUMO ... 2.3 eV

Mulliken atomic charge list, values in e, 99 entries: number 1, Ag, carries 0.30; number 2, Ag, carries 0.13; number 3, O, carries -0.50; number 4, C, carries -0.16; number 5, C, carries -0.18; number 6, O, carries -0.51; number 7, H, carries 0.23; number 8, H, carries 0.20; number 9, H, carries 0.19; number 10, H, carries 0.30; number 11, C, carries -0.88; number 12, S, carries 0.48; number 13, O, carries -0.61; number 14, C, carries -0.91; number 15, H, carries 0.35; number 16, H, carries 0.31; number 17, H, carries 0.30; number 18, H, carries 0.34; number 19, H, carries 0.30; number 20, H, carries 0.33; number 21, C, carries -0.93; number 22, S, carries 0.51; number 23, O, carries -0.59; number 24, C, carries -0.90; number 25, H, carries 0.31; number 26, H, carries 0.33; number 27, H, carries 0.32; number 28, H, carries 0.30; number 29, H, carries 0.33; number 30, H, carries 0.32; number 31, C, carries -0.87; number 32, S, carries 0.48; number 33, O, carries -0.62; number 34, C, carries -0.92; number 35, H, carries 0.33; number 36, H, carries 0.31; number 37, H, carries 0.30; number 38, H, carries 0.30; number 39, H, carries 0.36; number 40, H, carries 0.32; number 41, C, carries -0.85; number 42, S, carries 0.49; number 43, O, carries -0.61; number 44, C, carries -0.92; number 45, H, carries 0.31; number 46, H, carries 0.31; number 47, H, carries 0.29; number 48, H, carries 0.31; number 49, H, carries 0.33; number 50, H, carries 0.35; number 51, C, carries -0.86; number 52, S, carries 0.50; number 53, O, carries -0.60; number 54, C, carries -0.89; number 55, H, carries 0.34; number 56, H, carries 0.29; number 57, H, carries 0.30; number 58, H, carries 0.30; number 59, H, carries 0.32; number 60, H, carries 0.31; number 61, C, carries -0.92; number 62, S, carries 0.50; number 63, O, carries -0.62; number 64, C, carries -0.88; number 65, H, carries 0.29; number 66, H, carries 0.35; number 67, H, carries 0.33; number 68, H, carries 0.30; number 69, H, carries 0.35; number 70, H, carries 0.30; number 71, C, carries -0.92; number 72, S, carries 0.51; number 73, O, carries -0.60; number 74, C, carries -0.90; number 75, H, carries 0.34; number 76, H, carries 0.31; number 77, H, carries 0.32; number 78, H, carries 0.30; number 79, H, carries 0.31; number 80, H, carries 0.34; number 81, C, carries -0.90; number 82, S, carries 0.47; number 83, O, carries -0.60; number 84, C, carries -0.89; number 85, H, carries 0.31; number 86, H, carries 0.34; number 87, H, carries 0.31; number 88, H, carries 0.32; number 89, H, carries 0.33; number 90, H, carries 0.31; number 91, C, carries -0.88; number 92, S, carries 0.49; number 93, O, carries -0.60; number 94, C, carries -0.92; number 95, H, carries 0.29; number 96, H, carries 0.34; number 97, H, carries 0.30; number 98, H, carries 0.36; number 99, H, carries 0.30



No. 3
2 unconnected molecules or ions with the total composition C2H4S2 in a non-equilibrium geometry, computed with the ωB97M-V functional and the def2-TZVPD basis.

```
8
C2H4S2 the ωB97M-V functional and the def2-TZVPD basis
C 0.543 0.380 0.125
C 0.343 -0.951 0.635
S 1.576 1.546 0.162
S -1.518 0.791 -1.587
H -0.787 -1.024 0.736
H 0.616 -1.762 -0.037
H 0.851 -1.077 1.698
H -1.624 2.098 -1.733
```

## Properties
Total charge ... 0
HOMO level (alpha / beta) ... -8.15 / -8.58 eV
E_LUMO (alpha / beta) ... -0.0455 / -0.0364 hartree
Energy above the lowest of the compared OMol25 structures with the same formula, charge and spin ... 61.0 kcal/mol
E ... -23806.2320 eV
Gap between HOMO and LUMO (alpha / beta) ... 6.9 / 7.6 eV

Per-atom Mulliken charges, elementary charge units: number 1, C, carries 0.18; number 2, C, carries -0.61; number 3, S, carries -0.14; number 4, S, carries -0.37; number 5, H, carries 0.27; number 6, H, carries 0.30; number 7, H, carries 0.28; number 8, H, carries 0.09



No. 4
A single C4H4N4 molecule in a non-equilibrium geometry, computed with the ωB97M-V functional and the def2-TZVPD basis.

```
12
C4H4N4 the ωB97M-V functional and the def2-TZVPD basis
H -3.313 -1.079 -0.352
N -3.328 -0.132 -0.094
C -2.169 0.342 0.082
N -1.141 -0.621 -0.090
C 0.101 -0.284 -0.131
N 0.669 1.109 -0.208
C 1.982 0.800 -0.111
C 2.271 -0.678 -0.016
N 1.076 -1.248 -0.053
H -2.026 1.451 0.514
H 2.712 1.683 0.171
H 3.166 -1.341 0.288
```

## Properties
Total charge ... 0
HOMO level ... -10.30 eV
SMILES string ... [H]/N=C\N=C1N=CC=N1
E_LUMO ... -0.0734 hartree
Energy above the lowest of the compared OMol25 structures with the same formula, charge and spin ... 63.1 kcal/mol
E ... -10170.1026 eV
Gap between HOMO and LUMO ... 8.3 eV

Per-atom Mulliken charges, elementary charge units: number 1, H, carries 0.30; number 2, N, carries -0.61; number 3, C, carries 0.25; number 4, N, carries -0.40; number 5, C, carries 0.47; number 6, N, carries -0.44; number 7, C, carries -0.07; number 8, C, carries -0.01; number 9, N, carries -0.43; number 10, H, carries 0.29; number 11, H, carries 0.31; number 12, H, carries 0.33